C10H17F2N2 | ωB97M-V with the def2-TZVPD basis set

## Properties
highest occupied orbital energy = -0.5097 Ha
E = -19049.7509 eV

Geometry as ORCA input:
```
! RIJCOSX wB97M-V def2-TZVPD def2/J DEFGRID3
* xyz 1 1
C 2.027 0.832 2.539
C -1.153 0.349 -1.047
C 1.055 1.574 2.370
C 0.115 0.701 -0.849
C -2.205 1.197 -0.405
C 2.483 0.815 -1.587
C 1.065 -1.217 -2.286
C -3.265 -1.319 2.128
C 1.275 -0.080 -1.295
C -2.567 -0.349 1.336
N -3.026 0.503 0.551
N 1.701 -0.931 0.036
F -1.622 2.197 0.361
F -1.214 -0.873 1.344
H 3.006 0.664 2.931
H -2.884 1.848 -0.952
H -1.553 -0.387 -1.593
H 0.104 1.846 2.017
H 0.526 1.565 -0.248
H 2.405 1.228 -2.721
H 3.437 0.354 -1.768
H 2.689 1.750 -0.994
H 1.878 -1.683 -2.744
H 0.501 -2.017 -1.944
H 0.402 -0.756 -2.981
H -3.738 -2.063 1.433
H -2.572 -1.853 2.861
H -4.106 -0.755 2.503
H 2.680 -0.981 0.079
H 1.194 -1.803 0.083
H 1.363 -0.354 0.841
*
```

C6H10N | ωB97M-V with the def2-TZVPD basis set

## Properties
relative energy (zero: lowest compared OMol25 entry of this formula, charge and spin) = 39.9 kcal per mole
highest occupied orbital energy (spin up / spin down) = -0.4280 / -0.6016 Ha
expectation value of S² = 2.008
E = -7862.6012 eV

Geometry as ORCA input:
```
! RIJCOSX wB97M-V def2-TZVPD def2/J DEFGRID3
* xyz 1 3
C -2.106 1.062 -0.060
C -0.735 0.959 0.043
C -1.463 -1.160 -0.096
C -2.571 -0.198 0.111
C 2.049 0.742 -0.058
C 1.132 -0.526 0.226
N -0.332 -0.279 0.002
H -2.755 1.983 -0.058
H -0.191 1.879 0.157
H -1.221 -1.930 0.640
H -1.490 -1.471 -1.081
H -3.566 -0.430 0.213
H 1.785 1.120 -1.041
H 1.969 1.378 0.815
H 2.971 0.309 -0.257
H 1.423 -0.792 1.297
H 1.345 -1.344 -0.581
*
```

C6H12Br6 | ωB97M-V with the def2-TZVPD basis set

## Properties
relative energy (zero: lowest compared OMol25 entry of this formula, charge and spin) = 6.4 kcal per mole
highest occupied orbital energy (spin up / spin down) = -0.4420 / -0.4415 Ha
expectation value of S² = 0.756
E = -426661.3297 eV

Geometry as ORCA input:
```
! RIJCOSX wB97M-V def2-TZVPD def2/J DEFGRID3
* xyz 1 2
Br 1.722 5.883 3.867
C 2.772 4.369 3.213
C 1.885 3.086 3.423
Br 0.207 3.110 2.299
H 3.698 4.260 3.778
H 2.786 4.406 2.124
H 1.537 2.863 4.431
H 2.323 2.139 3.106
Br -2.663 -1.929 -3.300
C -0.975 -2.795 -3.576
C -1.210 -4.035 -4.424
Br -1.914 -3.576 -6.213
H -0.573 -3.060 -2.599
H -0.306 -2.033 -3.977
H -1.891 -4.791 -4.035
H -0.276 -4.587 -4.532
Br 0.330 -1.901 -0.381
C -1.239 -0.885 0.265
C -0.817 0.272 1.246
Br 0.081 -0.539 2.745
H -1.986 -1.547 0.704
H -1.725 -0.494 -0.630
H -1.659 0.820 1.670
H -0.107 0.964 0.795
*
```

C3H7IN | ωB97M-V with the def2-TZVPD basis set

## Properties
relative energy (zero: lowest compared OMol25 entry of this formula, charge and spin) = 91.9 kcal per mole
highest occupied orbital energy (spin up / spin down) = -0.4710 / -0.4580 Ha
E = -12804.5055 eV

Geometry as ORCA input:
```
! RIJCOSX wB97M-V def2-TZVPD def2/J DEFGRID3
* xyz 1 1
C -1.074 0.743 0.384
C 1.005 -0.314 0.445
C -0.318 -0.388 -1.547
N -0.284 -0.077 -0.295
I -1.935 5.559 -1.533
H -1.660 1.534 -0.161
H -1.176 0.766 1.415
H 1.657 0.539 0.253
H 1.338 -1.269 0.189
H 0.642 -0.276 1.423
H 0.471 -1.046 -1.731
H -1.251 -0.202 -1.995
*
```